{
  "formula": "C20H19CdClN7O5S",
  "method": "the ωB97M-V functional and the def2-TZVPD basis",
  "homo_lumo_gap_ev": [6.1, 7.8],
  "total_energy_ha": -2558.77609,
  "charge": 1,
  "de_lowest_kcal_mol": 166.13,
  "largest_force_ha_per_bohr": 0.009,
  "elements": ["Cd", "C", "C", "N", "N", "C", "S", "N", "N", "H", "H", "H", "H", "H", "H", "O", "C", "O", "C", "C", "Cl", "N", "N", "C", "C", "O", "O", "C", "C", "C", "C", "C", "C", "H", "H", "H", "H", "H", "H", "O", "C", "C", "C", "C", "C", "C", "N", "H", "H", "H", "H", "H", "H", "H"],
  "xyz": [[-0.205, -0.223, 0.307], [-2.287, -0.954, -5.561], [-2.674, -0.226, -4.329], [-3.763, 0.440, -4.147], [-3.656, 0.908, -2.867], [-2.536, 0.562, -2.244], [-2.090, 1.085, -0.692], [-1.900, -0.186, -3.176], [-0.671, -0.796, -2.961], [-3.055, -0.792, -6.312], [-2.205, -2.029, -5.379], [-1.333, -0.592, -5.948], [-4.384, 1.484, -2.480], [0.067, -0.199, -3.313], [-0.657, -1.662, -3.480], [2.476, 1.731, 5.389], [3.292, 0.885, 4.803], [4.319, 0.513, 5.308], [2.883, 0.346, 3.456], [3.685, -0.472, 2.682], [5.269, -0.980, 2.976], [3.018, -0.771, 1.527], [1.818, -0.137, 1.529], [1.712, 0.507, 2.676], [0.385, 1.198, 2.961], [0.299, 1.909, 3.959], [-0.559, 0.939, 2.144], [3.265, -1.652, 0.447], [2.388, -1.538, -0.734], [2.827, -3.403, -2.457], [3.658, -4.326, -1.567], [4.357, -3.792, -0.366], [4.176, -2.720, 0.499], [1.649, 1.888, 4.852], [0.588, -2.095, -1.500], [2.871, -3.609, -3.518], [4.204, -5.121, -2.055], [5.188, -4.425, -0.076], [4.849, -2.745, 1.342], [-0.910, -2.279, 1.392], [0.207, -3.175, 1.492], [0.853, -3.263, 0.142], [1.341, -4.370, -0.385], [2.139, -4.466, -1.626], [3.100, -2.003, -2.003], [2.499, -0.670, -1.919], [0.996, -2.014, -0.572], [-1.288, -2.124, 2.264], [-0.119, -4.164, 1.806], [0.918, -2.792, 2.231], [1.194, -5.308, 0.144], [1.851, -5.318, -2.229], [4.177, -1.865, -1.968], [3.036, 0.260, -2.058]],
  "atomic_forces_ev_per_a": [[-0.1298, -0.1231, 0.1866], [0.0186, 0.0033, 0.0260], [0.0847, -0.1000, -0.0531], [0.0561, 0.0540, 0.2917], [-0.3801, 0.1953, -0.1691], [0.0031, 0.0278, 0.1489], [-0.0096, -0.0261, -0.1182], [0.2021, -0.1648, -0.0931], [-0.0376, 0.0594, 0.0398], [0.0113, 0.0028, 0.0197], [-0.0078, 0.0403, 0.0023], [-0.0242, -0.0082, 0.0116], [-0.0727, 0.0666, 0.0265], [0.2081, 0.1192, -0.0882], [-0.0021, -0.2160, -0.1069], [-0.0397, 0.0613, -0.1402], [-0.0325, -0.2191, 0.1359], [0.0366, 0.0435, -0.0931], [-0.0416, 0.0769, -0.0559], [0.1070, 0.0008, -0.0460], [0.0126, 0.0078, 0.0008], [-0.0418, -0.0342, -0.2154], [0.0510, -0.1479, 0.1233], [-0.0450, 0.0845, -0.0239], [-0.2063, 0.0246, 0.1138], [0.1861, -0.0990, -0.1488], [0.2442, -0.0086, -0.0258], [0.0216, 0.0666, 0.1790], [0.0478, -0.1530, -0.0401], [0.0540, -0.0277, 0.1472], [0.1169, 0.1551, 0.0469], [-0.0640, -0.0269, -0.0662], [-0.1185, 0.0164, -0.0484], [-0.1353, 0.0432, 0.0548], [0.0449, -0.0340, 0.0704], [-0.0107, -0.0017, -0.0239], [0.0286, 0.0006, 0.0062], [-0.0207, -0.0254, 0.0140], [-0.0324, 0.0355, 0.0379], [0.0183, -0.0249, -0.1025], [-0.0389, 0.0908, -0.0970], [0.0327, 0.1871, -0.0064], [0.0336, -0.1446, -0.0255], [-0.1264, -0.0100, -0.0570], [-0.1701, -0.0809, -0.0063], [0.0631, 0.0977, 0.0583], [0.0665, 0.1678, 0.0743], [-0.0221, 0.0147, 0.0899], [-0.0403, -0.0847, 0.0380], [0.0432, 0.0436, 0.0130], [0.0250, 0.0397, -0.0408], [-0.0226, -0.0472, -0.0229], [0.1693, -0.0019, 0.0154], [-0.1146, -0.0174, -0.0579]]
}